This record from OMol25 describes a cluster of 2 separate species, C2H4N2O2S in total. The level of theory is wB97M-V/def2-TZVPD.

**HOMO energy**: -0.3456 Ha
**Energy above the lowest of the compared OMol25 structures with the same formula, charge and spin**: 587.0 kJ/mol
**Gap between HOMO and LUMO**: 8.21 eV
**Total energy**: -20043.3987 eV

Positions of all 11 atoms, in Å:
S 1.513 0.160 -0.437
O -2.582 0.758 0.478
O -1.157 1.790 -0.791
N 1.457 1.729 0.009
N -1.600 0.787 -0.249
C -1.187 -1.644 -0.595
C -0.890 -0.394 -0.375
H 1.049 2.385 -0.646
H -2.193 -1.976 -0.812
H 1.294 1.950 0.984
H -0.421 -2.402 -0.604

Which charges does Mulliken predict for the atoms? In e, they are:
1 S 0.056
2 O -0.520
3 O -0.546
4 N -0.433
5 N 0.825
6 C -0.536
7 C 0.082
8 H 0.298
9 H 0.269
10 H 0.276
11 H 0.228